1.
Molecular formula: C32H50Br2GeN4O4Sn
Method: DFT, ωB97M-V with the def2-TZVPD basis set

Computed properties:
HOMO energy (spin up / spin down) = -15.9251 / -16.8249 eV
net charge = +3
HOMO-LUMO gap (spin up / spin down) = 5.946 / 6.605 eV
relative energy (zero: lowest compared OMol25 entry of this formula, charge and spin) = 0.635 eV
2S+1 = 2
expectation value of S² = 0.774

Positions of all 94 atoms, in Å:
Sn 0.5983 0.6261 -0.5940
C -1.2272 -2.5293 2.2188
C -0.7026 -1.5281 3.2398
C -0.0511 -2.2340 4.4112
C -1.7941 -0.5734 3.6844
O 0.3274 -0.7703 2.5050
Ge 1.2430 0.5888 3.0069
O 2.8265 0.5392 2.3645
C 3.9881 -0.1970 2.9057
C 5.1709 0.3002 2.0902
C 4.1524 0.1804 4.3677
C 3.7679 -1.6850 2.7274
O 0.4395 1.9859 2.4358
C 0.5358 3.3809 2.9149
C -0.3949 4.1548 1.9920
C 1.9668 3.8641 2.7886
C 0.0417 3.4347 4.3473
H -2.0575 -3.0858 2.6540
H -0.4429 -3.2330 1.9364
H -1.5760 -2.0100 1.3237
H -0.7859 -2.8325 4.9493
H 0.3642 -1.5018 5.1163
H 0.7519 -2.8914 4.0756
H -2.6125 -1.1219 4.1496
H -2.1795 -0.0075 2.8337
H -1.4093 0.1376 4.4271
H 5.2656 1.3825 2.1784
H 5.0440 0.0444 1.0370
H 6.0863 -0.1633 2.4569
H 4.3525 1.2472 4.4774
H 4.9695 -0.3768 4.8235
H 3.2303 -0.0643 4.9208
H 3.5475 -1.9202 1.6846
H 2.9310 -2.0363 3.3391
H 4.6583 -2.2354 3.0300
H -0.0582 4.0848 0.9563
H -0.4015 5.2046 2.2818
H -1.4101 3.7625 2.0588
H 2.3254 3.7521 1.7647
H 2.6332 3.3010 3.4505
H 2.0322 4.9150 3.0682
H -0.9929 3.0969 4.4193
H 0.1067 4.4511 4.7335
H 0.6658 2.7936 4.9858
Br -0.5822 4.3016 -4.0441
C 0.9401 3.2541 -4.1233
C 1.8517 3.4100 -5.1479
C 2.9914 2.6165 -5.2219
Br 4.1615 2.8942 -6.6112
C 3.2588 1.5944 -4.2374
C 4.3772 0.7435 -4.2482
C 4.5269 -0.1832 -3.2449
C 3.5526 -0.2680 -2.2503
N 2.4945 0.5291 -2.2219
C 2.3491 1.4424 -3.1955
C 1.1477 2.2715 -3.1019
O 0.3304 2.1088 -2.1434
H 1.6778 4.1623 -5.9056
H 5.1073 0.8170 -5.0431
H 5.3846 -0.8413 -3.2182
H 3.6289 -1.0090 -1.4628
C -4.9477 -0.5033 -1.2161
C -4.4337 0.8314 -0.6523
C -4.9298 1.0427 0.7855
C -4.8633 2.0009 -1.5547
C -2.9522 0.7789 -0.6463
N -1.8057 0.7325 -0.6451
H -6.0371 -0.4958 -1.1804
H -4.5914 -1.3495 -0.6258
H -4.6391 -0.6369 -2.2550
H -6.0016 1.2386 0.7522
H -4.4439 1.8986 1.2568
H -4.7633 0.1551 1.3986
H -5.9488 1.9809 -1.6483
H -4.4291 1.9184 -2.5520
H -4.5723 2.9593 -1.1238
N 0.1079 -1.1279 -1.8899
C -0.4058 -1.8912 -2.6031
N -0.9734 -2.7422 -3.3883
C -2.2273 -2.3995 -4.1126
C -3.3390 -3.4055 -3.7442
C -2.9069 -4.3066 -2.5864
C -1.6543 -5.0961 -2.9752
C -0.5259 -4.1595 -3.4640
H -2.0071 -2.4224 -5.1786
H -2.4930 -1.3775 -3.8491
H -3.5635 -4.0303 -4.6091
H -4.2517 -2.8662 -3.4933
H -3.7097 -5.0005 -2.3434
H -2.7133 -3.7041 -1.6928
H -1.9116 -5.7884 -3.7765
H -1.3044 -5.6922 -2.1339
H -0.2642 -4.3574 -4.5018
H 0.3777 -4.2593 -2.8682

2.
Molecular formula: C32H50ClO3PPt
Method: DFT, ωB97M-V with the def2-TZVPD basis set

Computed properties:
HOMO energy (spin up / spin down) = -5.4041 / -8.5097 eV
HOMO-LUMO gap (spin up / spin down) = 5.824 / 6.127 eV
relative energy (zero: lowest compared OMol25 entry of this formula, charge and spin) = 0.000 eV
2S+1 = 5
expectation value of S² = 6.010

Positions of all 88 atoms, in Å:
Pt 0.1186 -0.0714 0.9062
P -0.2154 0.4432 -1.2525
Cl 2.1889 1.2442 1.4268
C -1.0837 0.9553 2.0449
H -0.8013 2.0048 2.1875
H -2.1490 0.8137 1.8637
C 1.0812 -0.5374 -2.1828
C -0.2034 2.2503 -1.7237
C 2.5011 -0.0278 -1.8971
H 0.9967 -1.5375 -1.7199
C 3.5455 -1.0385 -2.3902
H 2.6624 0.9387 -2.3998
H 2.6464 0.1587 -0.8234
C 3.3428 -1.4275 -3.8591
H 4.5480 -0.6181 -2.2480
H 3.4875 -1.9378 -1.7610
C 1.8864 -1.7593 -4.2120
H 3.6836 -0.5997 -4.4957
H 3.9769 -2.2890 -4.0984
C 0.8853 -0.7214 -3.6892
H 1.7749 -1.8513 -5.2993
H 1.6298 -2.7381 -3.7824
H 1.0441 0.2351 -4.2075
H -0.1343 -1.0491 -3.9296
C -1.8957 -0.1391 -1.8589
C 0.3503 2.5255 -3.1253
H -1.2788 2.5057 -1.7253
C 0.1378 3.9932 -3.5179
H 1.4267 2.2977 -3.1510
H -0.1262 1.8888 -3.8852
C 0.7179 4.9689 -2.4863
H 0.5904 4.1716 -4.5017
H -0.9417 4.1748 -3.6241
C 0.2833 4.6488 -1.0535
H 1.8143 4.9355 -2.5430
H 0.4165 5.9906 -2.7438
C 0.4608 3.1677 -0.6902
H 0.8498 5.2619 -0.3430
H -0.7765 4.9100 -0.9293
H 1.5307 2.9292 -0.6178
H 0.0505 2.9864 0.3123
C -2.0224 -1.6686 -1.8563
H -2.5580 0.2533 -1.0639
C -3.4524 -2.1266 -2.1628
H -1.3405 -2.1040 -2.6027
H -1.6983 -2.0617 -0.8803
C -4.0116 -1.5093 -3.4514
H -3.4748 -3.2209 -2.2356
H -4.1015 -1.8491 -1.3202
C -3.8115 0.0098 -3.5215
H -3.5253 -1.9780 -4.3182
H -5.0812 -1.7366 -3.5330
C -2.3794 0.4536 -3.1938
H -4.0811 0.3759 -4.5201
H -4.4949 0.4940 -2.8101
H -1.7121 0.1403 -4.0113
H -2.3535 1.5514 -3.1736
C -0.2720 -1.9595 0.7985
C -0.5408 0.0691 3.2256
H 0.2356 -2.4347 -0.0757
C -1.6014 -0.6631 4.0588
H -0.0724 0.8034 3.9039
C -1.7107 -2.1663 3.9186
H -1.3898 -0.4058 5.1025
H -2.5634 -0.2044 3.7997
C -2.0667 -2.6189 2.4949
H -0.8021 -2.6698 4.2868
H -2.5320 -2.4745 4.5863
C -0.8165 -2.9961 1.6770
H -2.6885 -3.5215 2.5819
H -2.6623 -1.8593 1.9759
H -0.0214 -3.3825 2.3359
H -1.0826 -3.8342 1.0055
O 2.2901 1.5569 4.3934
C 2.1329 0.5425 5.2635
C 2.2887 0.8229 6.6315
C 2.1626 -0.1915 7.5658
C 1.8861 -1.5072 7.1661
C 1.7390 -1.8086 5.8136
C 1.7865 -0.7739 4.8683
C 1.7342 -1.0593 3.4191
O 2.6199 -1.5544 2.7682
O 0.4966 -0.8353 2.8030
H 2.3301 1.2801 3.4296
H 2.5263 1.8491 6.9095
H 2.2893 0.0420 8.6235
H 1.7992 -2.3016 7.9057
H 1.5808 -2.8246 5.4445

3.
Molecular formula: C32H50I2N8O6P2STl
Method: DFT, ωB97M-V with the def2-TZVPD basis set

Computed properties:
HOMO energy (spin up / spin down) = -4.5876 / -4.5885 eV
net charge = -1
HOMO-LUMO gap (spin up / spin down) = 4.483 / 5.971 eV
relative energy (zero: lowest compared OMol25 entry of this formula, charge and spin) = 2.517 eV

Positions of all 102 atoms, in Å:
Tl 0.3201 0.4147 0.7590
I -0.2684 -4.9103 -5.7849
C -0.7037 -3.3718 -4.4639
C -1.9819 -2.8901 -4.3876
C -2.3103 -1.8970 -3.4609
I -4.2014 -1.0741 -3.4419
C -1.4193 -1.5192 -2.3622
O -1.8047 -0.8332 -1.4409
C -0.0008 -2.1102 -2.3590
C 0.0739 -3.1168 -1.1971
N 1.4110 -3.2060 -0.6632
C 1.5599 -4.0969 0.4770
C 0.9255 -3.4685 1.6952
C 1.6370 -2.5526 2.4657
C 1.0033 -1.9229 3.5212
C -0.3236 -2.2373 3.7758
C -0.9459 -3.1672 2.9641
N -0.3463 -3.7816 1.9395
C 0.4108 -2.7473 -3.7136
H -2.7506 -3.2743 -5.0452
H -0.5962 -2.7942 -0.4008
H -0.3094 -4.0901 -1.5584
H 2.1054 -3.3826 -1.3762
H 1.1168 -5.0919 0.3221
H 2.6308 -4.2183 0.6471
H 2.6588 -2.3072 2.2038
H 1.5122 -1.1773 4.1177
H -0.8670 -1.7401 4.5672
H -1.9854 -3.4315 3.1309
H 1.1999 -3.4765 -3.5142
C 1.3086 1.6472 -4.9047
N 2.2248 1.6017 -3.7917
C 3.3388 2.5141 -3.9405
P 3.7681 1.8198 -0.1195
O 2.8145 1.0829 0.7985
O 2.8612 3.2786 -0.5806
P 1.3176 3.4557 -0.6828
O 0.5067 2.2375 -0.9176
N 1.0869 4.5304 -1.9376
C -0.0752 4.4383 -2.7888
C 1.7228 5.8270 -1.8958
N 0.9370 4.3246 0.6930
C -0.4321 4.8177 0.7587
C 1.3950 3.8021 1.9809
N 4.7952 2.6913 0.9843
C 5.1449 2.0542 2.2348
C 5.8883 3.4100 0.3751
H 1.7050 1.2028 -5.8363
H 1.0705 2.6912 -5.1119
H 0.3710 1.1540 -4.6437
H 3.9286 2.3443 -4.8576
H 3.9943 2.4254 -3.0719
H 2.9545 3.5357 -3.9586
H -0.5363 3.4608 -2.6630
H 0.2075 4.5673 -3.8415
H -0.8156 5.2167 -2.5518
H 2.5743 5.8008 -1.2190
H 1.0319 6.6092 -1.5505
H 2.0804 6.1079 -2.8933
H -0.7305 5.2353 -0.2046
H -0.4847 5.6173 1.5032
H -1.1406 4.0281 1.0347
H 2.3971 3.3903 1.8833
H 0.7298 3.0233 2.3745
H 1.4240 4.6240 2.7026
H 4.2904 1.4911 2.6039
H 5.4127 2.8106 2.9812
H 6.0041 1.3688 2.1375
H 5.5655 3.8485 -0.5711
H 6.7657 2.7724 0.1731
H 6.2179 4.2279 1.0249
C -5.9059 2.4064 -0.4729
C -4.6775 2.7012 0.3747
S -3.2722 1.6354 -0.0584
O -2.1093 2.1730 0.7003
C -3.8014 0.1276 0.8078
C -3.6262 0.2189 2.3139
H -6.6760 3.1612 -0.3080
H -6.3397 1.4356 -0.2307
H -5.6553 2.4065 -1.5354
H -4.8693 2.6126 1.4438
H -4.2917 3.7041 0.1859
H -3.1692 -0.6538 0.3821
H -4.8309 -0.0729 0.4988
H -2.5966 0.4705 2.5762
H -3.8729 -0.7452 2.7634
H -4.2822 0.9694 2.7592
N 0.9561 -1.0119 -2.1608
C 1.4993 -0.7160 -3.2625
C 1.0536 -1.5384 -4.4581
C 2.1644 -1.8489 -5.3978
C 3.4173 -1.2867 -5.2150
C 3.6960 -0.3431 -4.2453
C 2.6394 0.2629 -3.3515
H 0.2470 -1.0050 -4.9785
H 1.9772 -2.5200 -6.2267
H 4.2185 -1.5970 -5.8780
H 4.7032 0.0418 -4.1508
H 3.0318 0.3820 -2.3374
O 0.4027 0.9447 5.6216
C 0.0387 0.9401 4.4660
N -0.3377 0.9280 3.3412

4.
Molecular formula: C32H51As2AuO8PS4Sb
Method: DFT, ωB97M-V with the def2-TZVPD basis set

Computed properties:
HOMO energy (spin up / spin down) = -7.7427 / -7.6494 eV
HOMO-LUMO gap (spin up / spin down) = 6.985 / 4.795 eV
2S+1 = 3
expectation value of S² = 2.016

Positions of all 100 atoms, in Å:
Au 5.5513 5.8444 20.6902
S 8.9504 7.0402 19.3114
Sb 8.2762 4.8111 19.4048
S 7.8477 4.3211 21.6720
S 5.9274 4.6512 18.7116
S 9.3718 3.3725 18.0092
C 2.0731 2.7821 24.4776
O 3.3838 3.3721 24.2024
C 3.6995 4.0449 23.0774
O 4.4641 5.0066 23.0912
C 3.1657 3.4375 21.7823
C 1.9338 3.5686 21.2071
As 1.1840 2.7124 19.5032
C 1.3977 4.3379 18.3662
C 2.8181 1.7542 18.6234
C 4.0826 1.8709 19.0562
As 4.6451 2.3270 20.9680
C 3.9849 0.5800 21.6428
C 5.3103 1.3798 18.3624
O 6.2267 0.8514 18.9628
O 5.2483 1.5593 17.0501
C 6.4046 1.1068 16.3065
C 2.3872 0.8074 17.5205
O 2.5877 -0.4184 17.4888
O 1.7184 1.4681 16.5284
C 1.2700 0.6500 15.4335
C 0.9828 4.5356 21.8308
O 1.2129 5.4309 22.6431
O -0.2819 4.3998 21.3270
C -1.2408 5.4478 21.6187
H 1.2637 3.5240 24.3313
H 2.1220 2.5338 25.5450
H 1.9062 1.8780 23.9045
H 0.8900 5.1572 18.9001
H 0.9181 4.1204 17.3800
H 2.4391 4.6205 18.1986
H 3.0237 0.3658 21.1850
H 3.8637 0.6613 22.7351
H 4.7471 -0.1448 21.3628
H 6.1967 1.4147 15.2736
H 6.4828 0.0244 16.4102
H 7.3075 1.6538 16.6846
H 1.0022 1.3361 14.6105
H 0.4501 -0.0047 15.7786
H 2.1316 0.0372 15.1206
H -2.2147 4.9784 21.5733
H -1.2158 6.2256 20.8473
H -1.1192 5.9050 22.6120
C 1.5475 9.9380 22.7995
C 2.5470 9.2650 23.7352
C 3.4733 8.3567 22.9419
C 3.7237 8.9567 21.5488
C 2.4208 8.8031 20.7152
C 1.2028 9.0374 21.5969
P 5.2090 8.1809 20.7379
C 6.7886 8.9006 21.4298
C 6.7237 10.4401 21.6316
C 6.9791 10.8498 23.0910
C 8.1853 10.1753 23.7921
C 8.4746 8.7593 23.2962
C 7.2645 8.0667 22.6403
C 5.2666 8.6993 18.9126
C 4.1672 7.9792 18.0808
C 4.5275 8.0482 16.5815
C 4.9063 9.4649 16.1389
C 4.7928 10.5311 17.2071
C 5.4101 10.2131 18.5869
H 1.8812 10.9418 22.5118
H 0.6088 10.2211 23.3683
H 2.0288 8.6460 24.5082
H 3.0573 10.1041 24.3053
H 2.9913 7.3951 22.8339
H 4.3832 8.1570 23.5089
H 3.9797 10.0197 21.6221
H 2.3733 7.7823 20.2741
H 2.3802 9.5648 19.9125
H 0.8296 8.0646 22.0511
H 0.3791 9.4269 21.0231
H 7.5569 8.6561 20.6324
H 5.7894 10.9000 21.3291
H 7.5659 10.9065 21.0492
H 6.0198 10.7208 23.6673
H 7.0361 11.9679 23.0797
H 8.0061 10.1870 24.9001
H 9.0540 10.8830 23.7029
H 8.8400 8.1749 24.1672
H 9.2845 8.7783 22.5446
H 6.4594 7.9484 23.3885
H 7.5625 7.1058 22.2727
H 6.1957 8.2117 18.6135
H 3.1376 8.3660 18.2737
H 4.1944 6.9263 18.4006
H 3.6369 7.6852 16.0355
H 5.3487 7.3196 16.4408
H 4.2750 9.7420 15.2868
H 5.9392 9.5076 15.7786
H 3.7278 10.7872 17.4006
H 5.2208 11.4498 16.7975
H 4.9192 10.8889 19.3024
H 6.4730 10.5339 18.5559

5.
Molecular formula: C32H51ClFNO12P2S
Method: DFT, ωB97M-V with the def2-TZVPD basis set

Computed properties:
HOMO energy = -8.8742 eV
SMILES = CCOCCCCCC1=C(CC(=O)F)C(=O)c2c(OC#N)c([PH2]=S)cc(P(O)Cl)c2C1=O.COCCOC.COCCOC.COCCOC
HOMO-LUMO gap = 7.058 eV

Positions of all 101 atoms, in Å:
C -4.3584 0.7892 -7.5147
C -3.7813 -0.5154 -8.0955
O -2.8158 -1.0983 -7.2399
C -1.5333 -0.4953 -7.3343
C -0.9773 -0.1818 -5.9353
C -0.1817 1.1273 -5.9161
C 0.9105 1.1898 -4.8172
C 0.4934 2.0141 -3.5663
C -0.4001 1.1818 -2.6876
C -1.7398 1.1937 -2.6902
C -2.5782 2.0828 -3.5583
C -3.8796 2.4668 -2.9054
O -4.0859 2.6131 -1.7501
F -4.8450 2.7183 -3.8070
C -2.4629 0.2360 -1.8050
O -3.5472 -0.2007 -2.1018
C -1.7679 -0.1810 -0.5357
C -2.4550 -0.6007 0.5939
O -3.8515 -0.6788 0.5400
C -4.4766 0.1203 1.3538
N -5.0897 0.6744 2.1569
C -1.7534 -0.9689 1.7356
P -2.5478 -1.6260 3.2422
S -3.1970 -3.4417 2.9875
C -0.3670 -0.8994 1.7514
C 0.3529 -0.4749 0.6341
P 2.1971 -0.4415 0.7728
O 2.3057 -0.2656 2.4089
Cl 2.7092 1.4796 0.1766
C -0.3772 -0.1384 -0.5008
C 0.3234 0.2612 -1.7546
O 1.4334 -0.1497 -2.0010
H -3.7030 1.1474 -6.7202
H -4.4821 1.5496 -8.2838
H -5.3232 0.6013 -7.0442
H -3.3572 -0.3415 -9.0903
H -4.5785 -1.2472 -8.2218
H -1.5826 0.4143 -7.9383
H -0.8580 -1.2132 -7.8117
H -0.3404 -0.9982 -5.5923
H -1.8439 -0.1721 -5.2694
H 0.3471 1.1910 -6.8719
H -0.8266 2.0063 -5.8497
H 1.0552 0.1628 -4.4843
H 1.8543 1.5553 -5.2161
H 0.0079 2.9377 -3.8733
H 1.4096 2.2169 -3.0120
H -2.0568 3.0268 -3.7326
H -2.7956 1.6558 -4.5376
H -3.5132 -0.7156 3.6902
H -1.5350 -1.5851 4.2173
H 0.1720 -1.1867 2.6447
H 1.9676 0.6115 2.6489
C 7.2590 -1.6462 5.2904
O 6.1327 -0.8132 5.0861
C 5.2503 -1.2941 4.0823
C 4.0425 -1.9839 4.6768
O 4.3994 -3.1786 5.3558
C 4.4556 -3.0312 6.7624
H 7.7415 -1.3267 6.2129
H 6.9729 -2.6962 5.3876
H 7.9717 -1.5407 4.4653
H 5.7746 -1.9695 3.3993
H 4.9115 -0.4273 3.5078
H 3.3653 -2.2622 3.8653
H 3.5059 -1.3034 5.3459
H 3.4462 -2.9641 7.1834
H 5.0265 -2.1463 7.0540
H 4.9452 -3.9156 7.1672
C 4.1459 7.0950 -3.3753
O 3.0687 8.0046 -3.5102
C 2.1080 7.6041 -4.4734
C 0.8870 6.9882 -3.8267
O 1.1936 5.7606 -3.1808
C 1.3279 5.8873 -1.7752
H 4.6933 7.3656 -2.4740
H 3.7954 6.0645 -3.2789
H 4.8223 7.1682 -4.2335
H 2.5500 6.9069 -5.1922
H 1.8015 8.5022 -5.0182
H 0.1504 6.7699 -4.6066
H 0.4340 7.6921 -3.1224
H 0.3469 6.0138 -1.3045
H 1.9679 6.7300 -1.5057
H 1.7796 4.9683 -1.4030
C -0.5344 -5.9818 6.5265
O -1.5734 -5.0209 6.5157
C -2.7957 -5.5172 5.9805
C -3.7780 -5.8762 7.0721
O -3.3312 -6.9741 7.8560
C -2.7734 -6.5870 9.0970
H 0.2698 -5.5918 7.1496
H -0.8702 -6.9353 6.9412
H -0.1483 -6.1441 5.5143
H -2.6096 -6.3787 5.3320
H -3.2193 -4.7192 5.3672
H -4.7221 -6.1759 6.6071
H -3.9746 -5.0058 7.7059
H -3.5595 -6.2694 9.7913
H -2.0488 -5.7774 8.9797
H -2.2668 -7.4553 9.5159